Formula: C6H11Cl
Source: the Open Molecules 2025 dataset
Level of theory: ωB97M-V with the def2-TZVPD basis set

```
18
Properties=species:S:1:pos:R:3:forces:R:3
C -1.93965 1.57673 0.39400 2.9804 -1.1077 1.0759
C -0.98468 0.33883 0.55054 -0.5550 -1.5628 1.0057
C 0.25993 0.51532 -0.22461 2.8869 -1.6671 3.2301
C 1.53912 0.10420 0.10308 1.3751 1.4977 -2.6142
C 2.16292 -0.81138 1.09490 -1.6048 -1.7260 2.6014
C 2.68926 0.52486 -0.92517 -0.1150 -1.0139 -2.3122
H -1.35522 2.42962 0.77343 -0.3452 -0.0756 -0.0136
H -2.10527 1.72870 -0.66131 -0.7191 -0.0673 -0.0517
H -2.70664 1.33435 1.08128 -1.5473 0.3822 -0.0373
H -0.87108 -0.14522 1.70499 -0.2618 1.6166 -3.3893
H 0.16792 0.95667 -1.15978 -0.2714 1.0776 -1.4352
H 3.91579 -0.79178 1.16402 -4.7847 -0.0266 -0.1057
H 1.59658 -2.27238 0.54650 1.8560 3.7575 1.8321
H 1.46317 -0.43942 2.37441 2.5748 -1.7014 -3.5911
H 3.45559 1.38643 -0.68119 -1.4432 -2.2032 0.1095
H 3.13007 -0.48183 -1.35565 0.1350 1.8378 1.6424
H 2.29244 0.79417 -1.94728 -0.3358 0.5131 1.2016
Cl -1.84381 -1.05827 -0.45858 0.1750 0.4690 0.8516
```
Positions in Å, forces in eV/Å.

Output
LUMO   -0.289 eV
Orbital gap   8.6 eV
Electronic energy   -695.08882 hartree

---

Formula: C22H22N3OPd
Source: the Open Molecules 2025 dataset
Level of theory: ωB97M-V with the def2-TZVPD basis set

```
49
Properties=species:S:1:pos:R:3:forces:R:3
Pd -0.76072 -1.10308 0.23526 0.5881 0.7154 -0.6532
O -2.91262 -4.04158 2.12656 0.0236 0.0225 0.1816
C -2.16669 -3.12562 1.74334 -0.1182 -0.2777 -0.5195
N -1.85365 -2.79185 0.50621 -0.0734 0.0276 0.2381
C -2.43049 -3.39065 -0.65553 0.0500 -0.0171 0.1760
C -1.96796 -2.62436 -1.88158 0.1176 0.1234 0.3781
C -2.32446 -3.04871 -3.14768 -0.1008 -0.0954 -0.3156
C -1.91421 -2.34407 -4.27122 0.0881 0.1592 0.3882
C -1.15470 -1.19983 -4.06610 -0.2291 -0.2298 -0.4052
C -0.82824 -0.82812 -2.78097 0.2474 0.2983 0.1713
N -1.20073 -1.51799 -1.69428 -0.3091 -0.3504 -0.7438
C -1.49369 -2.19449 2.72753 0.2449 0.3092 0.0607
C -1.65805 -2.38146 4.08809 -0.1971 -0.2307 0.1039
C -1.07835 -1.50844 4.98981 0.1516 0.2690 -0.2817
C -0.34720 -0.44074 4.47587 -0.1209 -0.2761 0.3650
C -0.23226 -0.30038 3.10892 0.2448 0.3216 -0.2085
N -0.76767 -1.15175 2.23551 -0.1493 -0.4731 1.1319
H -3.52830 -3.37703 -0.60838 -0.0078 -0.0172 -0.0797
H -2.14303 -4.44569 -0.76110 -0.0301 -0.0054 -0.0576
H -2.93301 -3.93923 -3.24727 0.0113 -0.0074 0.0397
H -2.18817 -2.67307 -5.26469 0.0253 -0.0117 -0.0234
H -0.81460 -0.60299 -4.90219 0.0213 0.0539 0.0565
H -0.25306 0.06563 -2.57021 0.0692 -0.0274 0.1565
H -2.26075 -3.22529 4.39783 0.0034 0.0020 -0.0281
H -1.19527 -1.64017 6.05762 -0.0276 -0.0275 0.0105
H 0.13180 0.27503 5.13094 0.0196 0.0295 -0.0484
H 0.30001 0.52887 2.65729 -0.0939 -0.0253 -0.1478
C 2.34780 0.28250 -1.27153 0.2171 0.1920 0.1397
C 1.65142 1.09855 -0.15150 -0.2228 -0.7641 0.0780
C 2.47915 0.80232 1.13241 0.1407 0.0972 -0.1629
C 0.18840 0.69263 -0.00577 -0.4079 0.4769 0.3477
C 1.70468 2.58930 -0.42818 -0.1265 -0.0456 -0.0102
C 2.29982 3.14597 -1.55569 0.0523 0.0327 -0.0294
C 2.25156 4.51578 -1.79928 0.0423 0.0237 -0.0108
C 1.60461 5.36315 -0.91588 0.0099 0.0478 -0.0381
C 1.03629 4.82845 0.23524 0.0266 -0.0147 -0.0234
C 1.09615 3.46576 0.47674 0.0541 0.1663 0.0790
H 2.12223 -0.76939 -1.09482 0.0263 -0.0264 -0.0341
H 3.44277 0.41246 -1.27783 -0.0433 -0.0229 -0.0812
H 1.96072 0.55890 -2.25319 -0.0578 -0.0817 -0.0202
H 2.34516 -0.25026 1.39394 0.0078 0.0028 0.0524
H 2.14743 1.42382 1.96502 -0.0459 -0.0281 0.0042
H 3.54991 0.99619 0.97501 -0.0183 -0.0526 0.0619
H -0.52003 1.47491 -0.29864 -0.0079 -0.1444 -0.2879
H 2.81457 2.51035 -2.26540 -0.0501 0.0103 0.0206
H 2.72705 4.91811 -2.68740 -0.0346 -0.0060 -0.0110
H 1.54446 6.42633 -1.11963 0.0289 -0.0036 0.0289
H 0.54276 5.48107 0.94716 -0.0086 -0.0143 -0.0020
H 0.63917 3.06018 1.36963 -0.0316 -0.1044 -0.0464
```
Positions in Å, forces in eV/Å.

Output
LUMO (alpha / beta)   2.858 / 2.869 eV
Total charge   -1
Orbital gap (alpha / beta)   4.1 / 3.5 eV
Electronic energy   -1218.87944 hartree

---

Formula: C18H12FN4O8S2
Source: the Open Molecules 2025 dataset
Level of theory: ωB97M-V with the def2-TZVPD basis set

```
45
Properties=species:S:1:pos:R:3:forces:R:3
F -0.50187 0.58995 1.15757 -0.4823 0.6087 1.2229
C 0.30975 0.17573 0.14818 1.0289 -0.0200 -0.5178
S 2.05315 0.47541 0.57748 -0.8271 -1.1816 0.0905
C 2.90434 -1.07922 0.84407 0.4122 -0.0876 -0.4186
C 3.41672 -1.76410 -0.25664 -0.0413 -0.0503 0.2659
C 4.07221 -2.97773 -0.05974 -0.0274 0.1740 -0.2324
C 4.23557 -3.49317 1.22159 -0.1785 0.1333 0.3410
C 3.72066 -2.79740 2.32371 -0.0082 0.1218 -0.3362
C 3.06537 -1.58040 2.13540 -0.1888 -0.1216 -0.0977
O 2.67561 1.12449 -0.55656 -0.1059 -0.2809 0.2161
O 2.07828 1.09808 1.87969 -0.2678 0.5829 -0.0880
S -0.35616 -1.37071 -0.45068 0.7455 0.3871 0.2971
C -1.85861 -1.66492 0.48796 -0.3898 -0.1716 0.1740
C -1.96754 -2.85122 1.22302 0.0237 0.2263 -0.2504
C -3.17296 -3.16848 1.84460 0.0290 0.1327 -0.0463
C -4.22467 -2.24940 1.84334 0.0442 0.0477 -0.1222
C -4.09877 -1.04766 1.14212 0.2578 -0.2226 -0.2408
C -2.94352 -0.79422 0.40247 0.0368 0.0758 -0.1587
O -0.74255 -1.12101 -1.82778 0.0379 -0.5273 0.4132
O 0.51980 -2.47796 -0.10783 -0.2089 -0.1603 -0.6977
H 3.28517 -1.34691 -1.25408 0.0437 -0.1227 0.2332
H 4.44231 -3.51442 -0.93294 -0.0023 0.0533 0.2673
H 4.75786 -4.43780 1.37321 -0.1474 0.1943 -0.0609
H 3.80984 -3.19271 3.33424 0.0952 0.0212 -0.2363
H 2.65714 -1.03126 2.98177 0.0994 -0.0661 -0.2327
H -1.13183 -3.54439 1.26163 -0.0743 0.1956 -0.0712
H -3.26771 -4.15371 2.30226 -0.0864 0.3539 0.0844
H -5.16178 -2.47399 2.35317 0.2558 0.0077 -0.0627
H -4.90217 -0.31494 1.11627 0.0626 -0.2281 0.0327
H -2.89920 0.07091 -0.26297 0.0836 -0.2456 0.4192
O -0.81114 1.23530 -4.04915 0.8292 2.5242 0.1786
N -0.43812 2.42754 -3.99335 -0.1178 -1.4447 -2.3905
C -0.03750 2.98283 -2.73604 -0.2186 -0.0438 1.3952
C -0.40859 2.34114 -1.54949 -0.6996 -0.1778 -2.0031
C -0.82745 3.24022 -0.58354 -1.6434 2.0031 1.7985
N -1.94739 3.15581 0.23297 1.6054 0.2985 -0.3969
O -2.76421 2.27662 0.43348 0.4588 0.8872 0.1334
O -2.13860 4.44913 0.80401 1.0811 -0.8115 -0.3651
N -1.18849 5.36683 0.30568 0.1177 -1.7259 -1.9203
C -0.52050 4.65326 -0.65402 -2.5042 -0.5213 1.9081
N 0.08367 5.18307 -1.71696 2.0314 0.1034 -1.2248
C 0.34412 4.36359 -2.72102 -0.3527 0.6818 0.6968
O -0.45375 3.21248 -4.98958 0.1043 -1.5512 2.0619
H -0.54304 1.27386 -1.43148 -0.4248 -0.1329 -0.3749
H 0.87654 4.75150 -3.59604 -0.4867 0.0806 0.3161
```
Positions in Å, forces in eV/Å.

Output
LUMO   0.881 eV
Total charge   -1
Orbital gap   5.5 eV
Electronic energy   -2409.99041 hartree

---

Formula: C5H9N3
Source: the Open Molecules 2025 dataset
Level of theory: ωB97M-V with the def2-TZVPD basis set

```
17
Properties=species:S:1:pos:R:3:forces:R:3
C -0.08623 1.58526 2.35759 -0.1355 0.0221 0.2050
C 0.23111 0.67759 -1.50704 -0.9315 -2.3054 0.5819
C -0.23334 -0.91708 -0.53312 -0.7660 4.6629 0.4921
C -0.10763 0.68385 1.18878 0.0274 -0.1279 0.1978
N -1.51291 -1.26609 -1.06247 0.0913 0.1310 0.3181
N -0.26163 -0.52400 1.03389 0.1108 -0.3035 -1.6755
N 1.84494 -2.32719 -0.99882 0.5964 -0.3599 0.0410
C 0.80385 -1.76935 -0.75668 0.4692 -1.8172 -0.2178
H -2.13465 -0.46826 -0.97086 -0.0313 -0.1235 0.0142
H -1.90415 -2.05665 -0.55644 0.0463 0.0645 -0.0824
H 2.74243 -1.83830 -0.98908 0.2644 0.3048 -0.0107
H -0.02459 1.02332 3.29750 -0.0227 0.0605 -0.0679
H 0.75880 2.26828 2.28102 0.0148 -0.0200 0.0419
H 0.06021 0.25568 -2.49530 0.2417 0.2263 -0.1224
H -0.44164 1.50741 -1.32167 -0.1626 -0.1287 0.1744
H 1.25848 0.96758 -1.32583 0.0979 -0.1896 0.0941
H -0.99307 2.19796 2.35853 0.0894 -0.0964 0.0164
```
Positions in Å, forces in eV/Å.

Output
LUMO (alpha / beta)   0.017 / 0.731 eV
Orbital gap (alpha / beta)   6.3 / 8.2 eV
Electronic energy   -359.96245 hartree

---

Formula: C2H2NOS
Source: the Open Molecules 2025 dataset
Level of theory: ωB97M-V with the def2-TZVPD basis set

```
7
Properties=species:S:1:pos:R:3:forces:R:3
C 1.10639 1.13496 0.12903 -0.7167 -0.9400 -0.8226
C 0.00577 -1.01280 0.00302 -1.5634 -1.8564 -0.2943
N 0.88218 0.00660 -0.06743 -0.4586 1.1784 0.8454
O -1.29614 -0.70237 0.05797 2.9428 -2.7701 -0.1272
S -2.24699 0.53533 0.00997 0.2120 1.4279 0.0658
H 1.22303 2.17776 -0.08539 0.4479 0.3363 0.1646
H 0.32577 -2.13947 -0.04717 -0.8640 2.6240 0.1683
```
Positions in Å, forces in eV/Å.

Output
LUMO (alpha / beta)   -7.519 / -7.520 eV
Total charge   +1
Orbital gap (alpha / beta)   6.7 / 6.7 eV
Electronic energy   -605.11939 hartree